23
Properties=species:S:1:pos:R:3:forces:R:3 method="wB97M-V/def2-TZVPD" de_lowest_kcal_mol=76.9 multiplicity=1
C 0.655647 -1.232086 1.111821 -1.769 -1.537 0.401
C 0.480749 1.827191 1.381533 -1.827 -1.726 -4.156
C -0.500348 -0.322667 0.369510 0.524 -1.588 2.401
C 0.510270 -0.458908 -0.765479 0.281 2.370 0.259
C -1.811414 -1.066517 0.161024 -0.472 1.342 -1.335
C -0.814937 1.022719 1.020019 -1.516 0.597 1.843
C 0.082010 -0.640901 -2.148727 -0.925 1.905 -1.876
N 1.191838 -1.528450 -0.138416 -0.016 0.522 1.686
O 0.892028 -1.727755 2.184213 -0.158 1.076 -0.758
O 2.703567 1.005859 0.214472 3.127 -1.585 0.655
O 1.410358 2.390425 -1.277007 -0.934 -0.336 -0.646
S 1.445515 1.315988 -0.322329 -1.688 1.480 1.525
H 1.073841 1.542701 2.215360 0.387 -0.631 0.465
H -1.706116 -2.119207 -0.113897 -0.198 0.197 0.312
H -2.354543 -0.504980 -0.665415 0.651 -0.862 0.490
H -2.461278 -0.822547 0.994850 0.019 -0.847 0.406
H -1.550988 0.897429 1.978401 1.912 -0.075 -2.173
H -1.497456 1.536619 0.275296 1.022 0.091 0.781
H 0.281985 2.867361 1.327551 0.152 0.977 -0.100
H -0.812790 0.004368 -2.418084 1.159 -0.584 0.369
H -0.201729 -1.642537 -2.329479 -0.472 -1.249 0.127
H 0.858435 -0.453180 -2.890196 0.138 0.299 0.102
H 2.125354 -1.890928 -0.165022 0.604 0.163 -0.779

---

23
Properties=species:S:1:pos:R:3:forces:R:3 method="wB97M-V/def2-TZVPD" de_lowest_kcal_mol=85.6 multiplicity=1
C 0.780406 0.116289 1.886912 1.769 -0.077 1.657
C 0.859509 -0.080589 0.363656 -3.202 0.882 2.928
N 2.188700 0.090564 -0.112578 2.710 1.454 -1.077
O 2.312256 -0.167413 -1.281867 0.161 -0.938 -1.487
O 3.107630 0.621141 0.506612 -1.206 -0.552 0.666
C 0.197434 -1.422448 0.024267 2.297 -1.540 -3.169
C -1.150276 -1.159202 -0.621085 -1.761 -0.606 2.495
C -1.384366 0.239729 -0.119206 -1.943 -0.596 -0.543
O -2.391701 0.739708 0.307130 -0.478 -0.008 0.326
C -0.155810 1.021404 -0.228731 2.060 0.938 -1.741
C 0.038016 1.464017 -1.759311 -1.751 -1.771 0.479
O -0.235986 2.173460 0.512899 -1.176 0.578 1.030
H 1.492906 1.023248 2.179448 -1.337 -2.431 -0.276
H 0.958245 -0.936569 2.409192 0.329 2.487 -0.825
H -0.201976 0.422456 2.260119 -0.022 -0.116 -0.526
H 0.133577 -2.098655 0.865106 -0.089 0.165 0.297
H 0.862203 -1.941108 -0.754947 -0.821 0.549 1.200
H -1.926756 -1.905264 -0.238653 0.856 1.225 -0.704
H -1.214166 -1.071432 -1.678850 0.375 -0.475 -0.957
H 1.077512 1.690808 -1.922093 0.249 -0.248 -0.507
H -0.569254 2.353695 -1.989190 0.189 -0.264 0.608
H -0.441555 0.629510 -2.384001 1.526 1.213 0.337
H -1.204949 2.216313 0.777110 1.265 0.130 -0.210

---

24
Properties=species:S:1:pos:R:3:forces:R:3 method="wB97M-V/def2-TZVPD" de_lowest_kcal_mol=125.0 multiplicity=1
C -2.465128 -0.070591 -0.996962 1.349 1.497 1.147
C -1.832183 1.233089 -1.311110 0.674 1.266 -1.013
C -1.792519 -1.108175 -0.523005 0.230 0.502 -0.505
C -0.593633 1.660581 -1.023524 0.876 -2.228 1.158
C -0.318162 -1.245742 -0.356330 0.262 2.287 -0.094
C 0.398950 -0.029016 0.173856 -1.135 4.524 0.890
C 0.673972 1.601139 1.956523 -2.196 -0.785 -0.632
N 0.100490 -2.353907 0.430865 1.536 -1.814 -2.859
O 2.750224 1.302997 0.045424 0.727 1.707 0.048
O 2.912677 -1.013517 0.251775 0.243 0.337 0.040
O 1.993725 -0.109852 -1.839616 0.322 -0.114 -1.729
O 0.213514 0.305403 1.533905 0.451 -2.013 -2.378
S 2.122573 0.157504 -0.465430 -1.573 -1.503 1.442
H -3.511636 0.016505 -0.856254 -1.033 -0.538 -0.613
H -2.465919 1.905343 -1.958369 0.567 -0.517 0.823
H -2.305046 -2.012970 -0.381091 -0.856 -1.086 0.633
H -0.021889 2.616125 -1.258563 -0.937 -1.576 0.330
H 0.130227 -1.103455 -1.328145 0.107 -1.443 -0.957
H -0.296574 2.017094 2.274520 0.874 0.749 0.107
H 1.149470 2.060627 1.119013 0.010 0.886 -0.025
H 1.352514 1.421116 2.739073 0.829 0.174 1.112
H -0.214117 -2.259379 1.321984 -0.974 0.624 3.324
H 2.322192 -1.762097 0.341389 -0.583 -0.978 0.033
H -0.303724 -3.228823 0.110074 0.229 0.041 -0.280

---

22
Properties=species:S:1:pos:R:3:forces:R:3 method="wB97M-V/def2-TZVPD" de_lowest_kcal_mol=0.0 multiplicity=1
S -2.685119 -0.091955 1.631142 0.106 0.322 0.661
C -3.219965 -0.807543 0.257825 -0.360 -0.135 -0.239
N -2.440812 -1.191613 -0.774697 -0.053 0.043 0.182
C -3.082810 -1.777931 -1.825927 -0.557 -0.255 -0.387
C -4.411639 -1.869868 -1.660151 -0.003 0.104 0.210
S -4.897566 -1.203059 -0.126317 0.829 0.054 -0.105
H -1.428038 -1.060302 -0.735525 -0.146 0.044 0.049
H -2.512075 -2.111833 -2.672678 0.064 -0.041 -0.119
H -5.145228 -2.278115 -2.322641 -0.043 -0.134 -0.262
C 1.583297 1.842803 -0.605690 0.036 -0.029 0.103
C 0.834981 1.271639 0.600427 -0.090 0.158 -0.362
C 0.766338 -0.232240 0.520124 0.112 0.157 0.470
C 1.371408 -0.984880 1.664403 -0.072 -0.387 -0.112
O 0.263908 -0.798092 -0.427631 0.136 -0.054 -0.212
H 1.188881 1.420555 -1.527357 -0.027 0.033 -0.044
H 1.478428 2.926205 -0.639227 0.047 -0.006 -0.026
H 2.644322 1.598892 -0.541858 0.039 0.043 -0.082
H 1.307826 1.586680 1.529469 -0.055 -0.018 0.050
H -0.195389 1.638116 0.592073 -0.007 -0.089 0.104
H 1.185891 -2.052648 1.562351 0.011 0.039 -0.004
H 2.448066 -0.804659 1.680734 0.034 0.080 0.057
H 0.950544 -0.624705 2.601181 0.000 0.070 0.069